The following is a quantum chemistry calculation of a cluster of 2 separate species, C8H19NOSi in total, from the OMol25 dataset.

Geometry as XYZ:
```
30
Properties=species:S:1:pos:R:3:forces:R:3:mulliken_charge:R:1
C 2.099636 -0.299921 -0.246294 -1.5 -1.1 1.5 0.69
C 2.862806 -1.508778 -0.770031 -0.9 0.4 1.1 -1.25
C -0.304041 -2.135226 1.162929 1.4 -2.1 -4.4 -1.52
C 2.238187 2.111118 0.410775 4.3 -0.2 -3.1 -0.92
C -0.659829 0.859559 -1.931720 -0.6 -2.7 1.6 -1.03
C -2.062303 1.741224 0.839959 2.3 -1.4 -1.0 -1.12
C -2.882557 -0.832004 -0.782827 2.4 0.5 0.5 -1.11
C -0.030730 -0.723968 0.753784 0.8 1.6 -0.9 0.60
N 2.521815 0.791143 0.038168 1.1 -0.8 -1.5 -0.30
O 0.257776 0.047052 1.910481 0.2 -0.2 1.0 -0.52
Si -1.313018 0.347663 -0.212154 -2.0 -2.9 -1.2 0.18
H 2.309910 -1.849891 -1.596965 -1.5 -1.4 -0.5 0.31
H 3.051507 -2.230128 0.056690 -0.4 0.3 -0.9 0.23
H 3.742559 -1.308698 -1.327704 1.5 1.0 0.3 0.43
H -0.861476 -2.329617 1.993985 -1.9 0.3 2.6 0.55
H 0.621702 -2.708042 1.341838 0.0 0.3 -0.1 0.36
H -0.839157 -2.767217 0.347786 0.8 1.3 1.0 0.25
H 3.140897 2.396379 0.938019 -0.3 0.8 0.5 0.32
H 1.396914 2.191024 0.889326 -4.7 0.7 3.2 0.33
H 2.177560 2.716074 -0.510568 0.2 -0.1 0.3 0.31
H 0.129820 1.478906 -1.739552 2.5 1.6 0.0 0.33
H -0.405087 -0.014614 -2.572889 -0.2 0.8 0.5 0.24
H -1.448417 1.436221 -2.264523 -1.7 1.2 -1.5 0.44
H -1.115098 2.012545 1.260710 0.4 1.2 0.6 0.22
H -2.611425 2.525639 0.433544 -0.4 1.5 -1.3 0.46
H -2.649445 1.450399 1.640225 -1.1 -1.3 1.7 0.39
H -3.433803 -1.252284 0.086801 0.1 0.4 -0.8 0.30
H -3.380017 -0.050924 -1.372460 -0.6 -0.7 0.1 0.28
H -2.439342 -1.639150 -1.434803 -0.8 0.8 0.6 0.28
H -0.115355 -0.454486 2.657463 0.4 0.5 -0.1 0.27
```
Forces are in eV/Å.

Calculated values
Gap between HOMO and LUMO (spin up / spin down): 7.36 / 7.37 eV
E_tot: -20014.5926 eV
Spin multiplicity: 1